1.
67
Properties=species:S:1:pos:R:3:forces:R:3 method="wB97M-V/def2-TZVPD" fmax_ev_per_a=1.02 relative_energy_ev=0.2370 total_charge=0 smiles="CCCCCCCCCCCCCCCC(=O)OC[C@H](O)[C@H]1OC(=O)C(O)=C1O" total_energy_ha=-1387.80663 mol_weight_g_mol=414.5
C 5.99378 -2.15899 -2.46999 -0.237 -0.027 0.100
C 4.52332 -1.75845 -2.46367 0.235 0.174 -0.180
C 4.23787 -0.65054 -3.47525 -0.309 -0.234 0.057
C 2.75498 -0.29488 -3.58437 0.215 0.116 0.205
C 2.19608 0.34336 -2.31388 -0.139 0.112 -0.326
C 0.79267 0.91992 -2.49899 0.130 -0.374 0.153
C -0.27767 -0.14799 -2.71479 -0.094 0.442 0.025
C -1.68112 0.45557 -2.72515 -0.001 -0.320 -0.152
C -2.77825 -0.59708 -2.90324 0.088 0.003 0.130
C -3.05864 -1.40465 -1.63403 -0.194 0.251 -0.151
C -3.87928 -0.61984 -0.61154 0.254 -0.293 0.085
C -3.91794 -1.32960 0.73926 -0.313 0.254 -0.066
C -4.81765 -0.64230 1.76596 0.141 0.027 -0.042
C -4.34916 0.74740 2.20117 0.012 -0.184 0.039
C -2.96540 0.73412 2.85483 -0.218 0.143 -0.156
C -1.85294 0.85586 1.85136 -0.015 -0.141 0.191
O -1.87927 1.49910 0.83706 0.053 0.110 -0.128
O -0.76364 0.15846 2.24381 -0.141 -0.131 0.214
C 0.37975 0.24499 1.40759 0.298 0.305 -0.522
C 1.08726 1.61181 1.49139 -0.777 0.039 0.654
O 2.30864 1.58372 0.81925 0.515 -0.160 -0.158
C 1.30715 2.06663 2.96017 0.718 -0.204 -0.592
O 0.09785 2.44281 3.58888 -0.532 0.286 0.069
C -0.12316 1.67718 4.68118 0.143 -0.266 0.307
O -1.09424 1.75829 5.38698 0.162 0.022 -0.155
C 1.00866 0.75656 4.84077 0.402 0.091 -0.299
O 1.08998 -0.13699 5.85857 -0.011 0.160 -0.248
C 1.86588 0.97813 3.83242 -0.614 0.033 0.671
O 3.03078 0.37681 3.50939 -0.046 0.047 0.035
H 6.62146 -1.30560 -2.22218 0.122 0.065 0.017
H 6.28646 -2.52304 -3.45258 0.082 -0.040 -0.091
H 6.18200 -2.94626 -1.74320 0.114 -0.072 0.046
H 3.90928 -2.63020 -2.70215 -0.097 -0.014 0.055
H 4.24963 -1.41990 -1.46306 -0.094 -0.054 0.052
H 4.80315 0.24266 -3.19876 0.081 0.062 -0.042
H 4.59347 -0.97508 -4.45676 0.097 0.030 -0.021
H 2.19029 -1.19795 -3.82410 -0.053 -0.035 -0.107
H 2.62663 0.40618 -4.41282 -0.093 -0.002 -0.070
H 2.17098 -0.39445 -1.50986 0.040 -0.002 0.129
H 2.86145 1.14897 -1.99695 0.094 -0.019 0.077
H 0.53803 1.50023 -1.60951 -0.078 0.103 0.028
H 0.79231 1.60745 -3.34784 -0.017 0.114 -0.015
H -0.20200 -0.89396 -1.91978 0.045 -0.116 0.031
H -0.10276 -0.66118 -3.66266 0.002 -0.114 -0.015
H -1.74278 1.17425 -3.54567 0.014 0.098 0.019
H -1.84293 1.00508 -1.79662 0.000 0.121 0.041
H -3.70338 -0.10520 -3.21226 -0.065 -0.041 -0.078
H -2.48400 -1.27705 -3.70688 -0.044 0.026 -0.094
H -2.11309 -1.70729 -1.17973 0.070 -0.103 0.050
H -3.59749 -2.31831 -1.89834 0.050 -0.073 0.062
H -4.89757 -0.49175 -0.98628 -0.073 0.049 -0.032
H -3.44313 0.36985 -0.48631 -0.084 0.079 -0.036
H -4.28125 -2.35075 0.59219 0.102 -0.053 0.025
H -2.90204 -1.40212 1.13532 0.106 -0.142 0.010
H -4.88583 -1.27935 2.65217 -0.087 0.001 0.039
H -5.82355 -0.55220 1.34915 -0.069 -0.064 0.032
H -4.32243 1.42240 1.34533 -0.060 0.092 0.031
H -5.07406 1.14213 2.91499 0.029 0.071 -0.031
H -2.86065 1.59727 3.51844 0.081 -0.060 0.019
H -2.81209 -0.16184 3.45677 0.027 0.036 0.051
H 1.05037 -0.55118 1.74145 -0.048 0.078 -0.032
H 0.09162 0.07386 0.36505 0.097 -0.051 0.097
H 0.46994 2.36805 0.99622 0.080 -0.122 0.113
H 2.90943 0.98092 1.27923 -0.032 0.023 -0.085
H 1.97011 2.94168 2.92474 -0.085 -0.145 0.045
H 0.29529 -0.02644 6.40104 -0.003 0.006 -0.015
H 3.24285 -0.27930 4.18706 0.027 -0.009 -0.067

=====

2.
12
Properties=species:S:1:pos:R:3:forces:R:3 method="wB97M-V/def2-TZVPD" fmax_ev_per_a=4.40 relative_energy_ev=0.9836 total_charge=0 smiles="C/C(C#N)=N/OC(=O)Cl" total_energy_ha=-874.31450 mol_weight_g_mol=146.5
C -0.03097 -0.06244 0.19270 -1.501 3.408 -2.178
C 0.73582 0.31682 -1.02900 1.491 -1.502 -1.488
C 1.37774 -0.86040 -1.74311 -1.631 3.784 1.534
N 2.03666 -1.63178 -2.23655 1.260 -2.059 -1.144
N 0.97761 1.52470 -1.30479 0.652 0.689 -0.730
O 1.95579 1.74402 -2.41417 -0.303 -1.563 2.304
C 1.31142 2.19258 -3.47548 1.100 0.011 0.685
O 0.16123 2.32147 -3.53849 -2.638 0.407 -0.981
Cl 2.48518 2.57505 -4.64461 0.576 0.288 -0.961
H 0.58837 0.30743 0.93900 0.977 -0.486 2.140
H -0.93944 0.57952 0.23269 0.445 -0.479 -0.027
H -0.30708 -1.03609 0.02837 -0.428 -2.498 0.845

=====

3.
21
Properties=species:S:1:pos:R:3:forces:R:3 method="wB97M-V/def2-TZVPD" fmax_ev_per_a=6.80 total_charge=+3 multiplicity=8 total_energy_ha=-1447.63241 s2=16.7742 mol_weight_g_mol=399.3
C -0.09879 2.40465 -0.82158 0.300 0.101 1.510
C 0.76386 1.04507 -0.72567 0.103 0.437 -0.579
C 0.12052 0.21602 0.46412 -1.634 0.456 0.305
C 0.80844 0.72963 1.82741 0.035 0.202 -0.161
C 0.22057 -1.36630 0.29056 2.440 1.350 -1.616
I -1.25011 -2.25527 1.66029 -0.754 5.321 3.328
O 0.15913 -1.82443 -1.06152 -1.598 -1.099 2.347
C -1.18112 -1.95241 -1.57147 -0.035 0.679 -0.970
O -1.51835 -1.20652 -2.39635 -0.441 0.573 -0.632
H -0.26737 2.78239 0.22994 -0.201 0.421 -1.086
H 0.51417 3.18486 -1.35035 -0.027 -0.750 0.441
H -1.11664 2.20916 -1.25799 0.776 -0.475 0.367
H 0.79814 0.49495 -1.70835 0.356 -0.383 0.992
H 1.82992 1.37718 -0.50326 -0.837 0.182 -0.651
H -0.95734 0.51907 0.55165 0.768 -0.435 -0.068
H 0.94797 -0.16611 2.49356 0.034 0.768 -0.539
H 0.16443 1.49733 2.33295 0.439 -0.770 -0.576
H 1.80126 1.21305 1.66097 -0.575 -0.590 0.167
H 1.23733 -1.65746 0.67539 -1.090 -0.066 -0.208
H -1.94361 -2.75388 -1.28312 1.281 0.262 0.373
Gd -1.03240 -4.49099 0.49281 0.659 -6.183 -2.745

=====

4.
16
Properties=species:S:1:pos:R:3:forces:R:3 method="wB97M-V/def2-TZVPD" fmax_ev_per_a=0.49 relative_energy_ev=2.8311 total_charge=0 smiles=CC#CC[C@H]1CN1 total_energy_ha=-288.67800 mol_weight_g_mol=95.1
C 0.23301 -2.10709 2.83550 0.032 -0.069 0.056
C -0.07935 -1.07281 1.84673 -0.080 0.414 -0.256
C -0.31137 -0.18190 1.06825 0.060 -0.347 0.278
C -0.49459 0.93318 0.12925 -0.031 0.045 -0.028
C 0.52130 0.88758 -0.99724 0.095 -0.130 0.168
C 0.15233 0.50072 -2.37546 -0.062 -0.255 -0.167
N 0.37479 1.90515 -2.02926 0.148 0.219 -0.045
H 0.13160 -3.11132 2.41357 -0.004 0.139 0.023
H -0.42886 -2.03778 3.70513 0.068 0.016 -0.162
H 1.26255 -1.99450 3.19203 -0.152 -0.019 -0.064
H -0.37561 1.87965 0.67249 -0.023 -0.137 -0.077
H -1.50560 0.94097 -0.29932 0.179 -0.037 0.132
H 1.53088 0.63285 -0.67358 -0.155 0.070 -0.074
H -0.88049 0.24795 -2.61085 0.177 0.046 0.102
H 0.89288 -0.01241 -2.98482 -0.086 0.080 0.101
H 1.28689 2.21718 -2.35195 -0.166 -0.037 0.012

=====

5.
39
Properties=species:S:1:pos:R:3:forces:R:3 method="wB97M-V/def2-TZVPD" fmax_ev_per_a=0.65 relative_energy_ev=0.0000 total_charge=0 multiplicity=2 total_energy_ha=-6545.13810 s2=0.8100 mol_weight_g_mol=593.5
V 1.02448 1.92664 -0.83221 -0.085 -0.497 0.263
S 1.68206 2.54280 -4.82660 -0.056 0.028 0.114
As 0.80422 3.62218 -3.31055 0.007 0.193 -0.620
S 2.50532 3.21276 -1.31506 0.485 0.192 0.209
S -0.72853 2.55445 -2.15675 -0.325 -0.075 0.072
S 0.57374 5.64421 -3.23244 0.016 0.011 0.016
N -5.06304 -0.79027 2.69001 0.017 -0.044 0.005
C -3.80298 -0.28553 2.46782 -0.019 0.010 -0.003
C -3.52809 0.44096 1.29985 -0.008 -0.008 0.015
C -2.28000 0.98055 1.09062 -0.004 0.029 -0.067
C -1.28438 0.81263 2.04867 0.013 -0.030 0.015
C -1.54481 0.10717 3.21775 0.044 -0.012 0.055
C -2.79414 -0.43886 3.42585 -0.021 0.009 -0.031
S 0.31949 1.42603 1.75788 -0.113 0.065 -0.176
O 0.19529 2.65772 0.93111 -0.030 -0.025 0.029
O 1.01509 1.49417 3.00248 0.042 0.008 -0.046
N 1.02127 0.52777 0.61974 0.073 -0.080 0.194
C 1.29631 -0.82212 0.82935 -0.075 0.088 -0.423
S 1.84247 -1.44853 2.34207 0.046 -0.057 0.186
C 1.90929 -3.01217 1.63980 0.027 -0.032 -0.045
C 1.55083 -2.94417 0.33626 -0.042 0.062 0.007
N 1.19271 -1.70075 -0.12368 0.051 -0.054 0.134
H -5.66887 -0.89745 1.89455 0.015 0.025 -0.002
H -5.15623 -1.51589 3.38006 0.004 0.022 0.007
H -4.30899 0.58553 0.56385 0.002 0.000 -0.004
H -2.08334 1.55253 0.19210 0.009 -0.002 0.005
H -0.76840 -0.00275 3.96248 0.008 0.007 -0.011
H -3.00060 -0.98182 4.33956 -0.001 -0.001 0.000
H 2.20157 -3.87952 2.20708 0.001 0.017 0.023
H 1.51507 -3.78303 -0.34248 0.000 -0.005 -0.002
N 3.79509 -1.85393 -3.35000 -0.013 0.100 -0.035
N 2.70368 -1.04661 -3.06996 0.036 -0.063 -0.027
N 1.53224 -1.25087 -3.62815 -0.015 -0.026 0.032
C 0.80515 -0.31508 -3.04576 0.004 0.038 -0.005
N 1.53650 0.38887 -2.17558 -0.074 0.149 0.062
N 2.76124 -0.09368 -2.20706 0.000 0.017 0.014
H 3.84820 -1.93343 -4.36101 -0.008 -0.026 0.012
H 4.61238 -1.35670 -3.00937 -0.017 -0.026 0.034
H -0.23129 -0.12380 -3.25229 0.003 -0.005 -0.009